i:
# FHNO

A cluster of 3 separate species, FHNO in total (the ωB97M-V functional and the def2-TZVPD basis, OMol25).

Last column: natural (NBO) charge in e.
Geometry (Å):
N -0.18879 -0.31724 0.51194  0.229
O -0.97587 -0.84039 -0.23465  -0.412
F 1.29599 -0.33771 -0.44199  -0.638
H -0.13132 1.49534 0.16469  -0.179

The HOMO energy (alpha / beta) is -2.5 / -3.1 eV. As for the total charge: -1. As for the orbital gap (alpha / beta): 7.83 / 8.63 eV. Its multiplicity is 1.

ii:
# FHNO

A cluster of 2 separate species, FHNO in total (the ωB97M-V functional and the def2-TZVPD basis, OMol25).

Last column: natural (NBO) charge in e.
Geometry (Å):
N 0.24454 0.09464 -0.40131  -0.167
O -1.35252 -0.81391 0.13689  -0.802
F 0.40030 1.38114 0.22385  -0.333
H 0.70767 -0.66186 0.04057  0.302

The HOMO energy (alpha / beta) is -2.9 / -2.9 eV. As for the total charge: -1. As for the orbital gap (alpha / beta): 8.51 / 8.51 eV. Its multiplicity is 1.

iii:
# FHNO

A cluster of 2 separate species, FHNO in total (the ωB97M-V functional and the def2-TZVPD basis, OMol25).

Last column: natural (NBO) charge in e.
Geometry (Å):
N 0.45462 0.22086 -0.25394  -0.011
O 0.12414 -0.78180 -1.02928  -0.544
F -1.13465 0.79962 0.59086  -0.717
H 0.55588 -0.23868 0.69235  0.272

The HOMO energy is -3.2 eV. As for the total charge: -1. As for the orbital gap: 8.93 eV. Its multiplicity is 1.

Least stable: ii

i:
# C5H36N2O13

A cluster of 13 separate species, C5H36N2O13 in total (the ωB97M-V functional and the def2-TZVPD basis, OMol25).

Last column: natural (NBO) charge in e.
Geometry (Å):
N 1.59811 -0.63400 1.32005  -0.830
C 0.97998 0.47913 2.03144  -0.301
C 0.57482 1.62956 1.02545  0.689
N -0.42764 2.46058 1.30249  -0.409
C -1.46901 2.27108 2.33125  -0.227
C -2.89721 2.43905 1.87530  -0.661
C -0.58989 3.67657 0.49666  -0.439
O 1.23714 1.62730 -0.02661  -0.737
H 0.99626 -0.78311 0.51871  0.349
H 2.51579 -0.34685 0.99295  0.390
H 1.70411 0.87905 2.73323  0.229
H 0.00458 0.14470 2.37934  0.187
H -1.26278 3.13248 3.00270  0.198
H -1.18104 1.43511 2.96102  0.223
H -3.51165 1.60009 2.21429  0.232
H -3.43630 3.34370 2.14589  0.231
H -3.02336 2.45108 0.78736  0.229
H -1.28433 3.47002 -0.32897  0.203
H -0.93079 4.49643 1.12550  0.203
H 0.36338 3.92673 0.03015  0.262
H 5.02322 -1.01641 -0.08478  0.481
H 4.90608 0.53782 -0.50230  0.484
O 4.91524 -0.10915 0.20184  -0.962
H 0.64681 1.32212 -1.81931  0.494
H 0.35839 0.45823 -3.01930  0.482
O -0.06028 1.12678 -2.45768  -0.986
H -1.56546 -3.83768 3.10874  0.480
H -1.95501 -2.30399 2.86735  0.506
O -1.23704 -2.94132 3.01999  -0.981
H -1.50808 -3.30357 0.20219  0.484
H -0.78894 -2.35108 1.19973  0.520
O -0.79427 -2.66905 0.27810  -0.994
H -2.67656 -0.27554 1.27187  0.481
H -3.49514 -1.51642 0.89271  0.507
O -2.96710 -1.12747 1.60748  -0.985
H 1.72768 -1.96714 -4.00223  0.464
H 2.23810 -1.58651 -2.62488  0.494
O 2.20758 -1.27044 -3.54832  -0.969
H 1.77084 -3.49767 -1.34073  0.495
H 0.56632 -2.52076 -0.90215  0.513
O 1.20490 -2.76484 -1.58956  -1.014
H -2.01688 -0.09188 -2.39867  0.508
H -2.29873 1.44444 -2.82719  0.491
O -2.61216 0.54375 -2.82539  -1.003
H 3.47794 -2.97242 2.90828  0.474
H 3.35870 -2.53126 1.44151  0.472
O 3.99138 -2.69774 2.14645  -0.947
H -3.38113 -1.70571 -1.19048  0.480
H -3.92673 -0.26619 -1.57394  0.514
O -4.08440 -1.06680 -1.04915  -0.999
H 1.93272 3.01847 -0.84574  0.488
H 1.78537 3.58803 -2.18520  0.463
O 2.09850 3.87151 -1.31434  -0.967
H -0.61242 -1.99609 -2.22801  0.490
H -1.33111 -1.89028 -3.57810  0.486
O -1.48416 -1.87773 -2.62794  -0.963

The HOMO energy is -9.7 eV. As for the total charge: 0. As for the orbital gap: 9.69 eV. Its multiplicity is 1.

ii:
# C5H36N2O13

A cluster of 13 separate species, C5H36N2O13 in total (the ωB97M-V functional and the def2-TZVPD basis, OMol25).

Last column: natural (NBO) charge in e.
Geometry (Å):
O 2.39977 -1.53799 -2.00540  -0.537
C 2.74699 -1.64511 -0.82107  0.419
C 1.90329 -0.61638 0.04050  -0.143
C 1.08627 -1.59353 1.01072  -0.438
C -0.25091 -1.09605 1.73688  -0.195
C -2.63266 -1.16609 1.54737  -0.428
N -1.36555 -1.66655 1.01242  -0.634
N 1.05267 0.06497 -0.88671  -0.835
H 3.50264 -2.21845 -0.47596  0.141
H 2.49705 0.06260 0.56842  0.224
H 0.77835 -2.44579 0.34951  0.198
H 1.74047 -1.90993 1.86734  0.225
H -0.31911 0.08731 1.82665  0.135
H -0.16263 -1.31477 2.76298  0.207
H -2.74731 -1.61728 2.51873  0.189
H -3.45698 -1.31033 0.85855  0.228
H -2.52169 -0.03966 1.71700  0.155
H -1.37673 -1.34054 0.00893  0.338
H 0.47748 0.85140 -0.42934  0.371
H 0.45035 -0.55278 -1.19622  0.348
H 0.56367 2.42707 2.37722  0.485
H -0.09107 1.48161 1.48321  0.498
O 0.81457 1.79935 1.73123  -0.992
H -3.66553 -0.43974 -2.05518  0.491
H -2.45807 -1.07957 -2.58737  0.468
O -2.73436 -0.43285 -2.00464  -0.950
H -0.82333 2.27212 -3.82325  0.478
H -1.92631 1.64695 -3.19410  0.477
O -1.36416 2.49373 -3.07175  -0.944
H 0.45253 1.92011 4.18124  0.464
H -0.74528 1.68307 4.86215  0.466
O -0.09142 1.16375 4.37459  -0.928
H 2.38512 1.02755 -3.12766  0.469
H 3.45260 0.32299 -3.90341  0.465
O 3.01182 1.18742 -3.81550  -0.934
H 0.60594 -3.51048 -2.62474  0.480
H -0.61013 -3.48587 -3.46204  0.465
O -0.19568 -2.92938 -2.87273  -0.941
H 2.29679 3.15112 2.45093  0.506
H 1.36120 4.43093 2.60878  0.474
O 1.67223 3.75448 3.16289  -0.968
H -0.01191 2.96792 -0.44655  0.457
H -1.14558 2.29493 -1.16584  0.499
O -0.92279 2.73805 -0.35171  -0.956
H 1.85617 2.14120 -1.64430  0.470
H 1.74926 3.61847 -1.34651  0.454
O 2.06083 2.97816 -1.98719  -0.926
H 3.25215 0.94256 3.61093  0.471
H 2.36288 0.95090 2.43185  0.480
O 3.24409 0.77558 2.64546  -0.955
H -3.66697 -2.41586 -0.97558  0.498
H -4.83300 -2.61952 0.04744  0.475
O -4.55945 -2.13431 -0.70334  -0.975
H -1.57610 -4.00688 -0.54091  0.470
H -1.56450 -2.62801 -1.17131  0.481
O -1.95797 -3.48261 -1.10361  -0.939

The HOMO energy is -9.0 eV. As for the total charge: 0. As for the orbital gap: 9.11 eV. Its multiplicity is 1.

Least stable: ii

i:
# C3H9NO

A cluster of 2 separate species, C3H9NO in total (the ωB97M-V functional and the def2-TZVPD basis, OMol25).

Last column: natural (NBO) charge in e.
Geometry (Å):
C -0.55329 -1.19366 -0.67922  -0.573
C 0.10142 -0.04812 -1.02655  0.222
C 0.37377 1.04876 0.14337  -0.652
N 0.67431 0.27031 -2.19699  -0.812
H -0.63393 -2.00905 -1.39124  0.193
H -0.83567 -1.42334 0.32174  0.200
H 0.78032 1.91034 -0.31181  0.201
H 1.17092 0.71202 0.93155  0.211
H -0.55728 1.11905 0.70981  0.233
H 0.87371 1.27070 -2.26848  0.379
H 0.37326 -0.19567 -3.09528  0.396
O -0.79068 -0.79034 3.02176  -0.960
H -0.17479 -0.73696 2.26009  0.481
H -0.80207 0.06596 3.58125  0.481

The HOMO energy is -8.0 eV. As for the total charge: 0. As for the orbital gap: 8.84 eV. As for the SMILES: C=C(C)N.O. Its multiplicity is 1.

ii:
# C3H9NO

The molecule C3H9NO (the ωB97M-V functional and the def2-TZVPD basis, OMol25).

Last column: natural (NBO) charge in e.
Geometry (Å):
C 0.60695 -0.80344 1.12793  -0.628
C -0.34178 -0.60100 -0.04839  0.089
O -1.60912 -1.08020 0.35399  -0.720
C -0.42722 0.88073 -0.47685  -0.236
N 0.79401 1.44947 -1.00885  -0.825
H 0.57922 -1.84441 1.43685  0.224
H 0.28916 -0.18675 1.96467  0.210
H 1.62609 -0.54516 0.85195  0.205
H 0.01972 -1.19342 -0.91007  0.141
H -2.25330 -0.89015 -0.33636  0.467
H -1.19739 0.97827 -1.25143  0.178
H -0.73614 1.48071 0.38312  0.192
H 1.13200 0.89279 -1.78738  0.350
H 1.51779 1.46256 -0.29916  0.353

The HOMO energy is -9.3 eV. As for the total charge: 0. As for the orbital gap: 10.24 eV. As for the SMILES: C[C@@H](O)CN. Its multiplicity is 1.

iii:
# C3H9NO

The molecule C3H9NO (the ωB97M-V functional and the def2-TZVPD basis, OMol25).

Last column: natural (NBO) charge in e.
Geometry (Å):
C -0.45752 1.40403 0.09869  -0.617
C -0.32154 -0.04551 -0.37166  -0.081
N -1.55334 -0.79074 -0.05705  -0.826
C 0.90537 -0.70388 0.24859  -0.076
O 2.13358 -0.02237 -0.02062  -0.719
H -0.72031 1.42687 1.17095  0.199
H -1.19190 1.95345 -0.49997  0.219
H 0.52180 1.89611 -0.02073  0.225
H -0.24611 -0.02870 -1.46336  0.178
H -1.69143 -0.80144 0.94844  0.349
H -1.47055 -1.76742 -0.35283  0.354
H 0.97907 -1.77717 -0.05122  0.159
H 0.82715 -0.66885 1.35011  0.174
H 2.28572 -0.07438 -0.97935  0.461

The HOMO energy is -9.4 eV. As for the total charge: 0. As for the orbital gap: 10.35 eV. As for the SMILES: C[C@H](N)CO. Its multiplicity is 1.

iv:
# C3H9NO

The molecule C3H9NO (the ωB97M-V functional and the def2-TZVPD basis, OMol25).

Last column: natural (NBO) charge in e.
Geometry (Å):
C 1.53396 1.28260 -0.69489  -0.418
N 0.23577 1.02784 -0.05385  -0.641
C 0.28014 -0.24523 0.73334  0.089
O -0.33390 -1.31815 0.10341  -0.535
C -1.74191 -1.27600 0.16138  -0.251
H 1.84924 0.44792 -1.33350  0.169
H 1.47284 2.14358 -1.33414  0.199
H 2.26732 1.48260 0.08444  0.191
H -0.40796 0.79752 -0.80839  0.347
H 1.32483 -0.50425 0.89617  0.170
H -0.16122 -0.03845 1.71529  0.152
H -2.12886 -0.34122 -0.26289  0.163
H -2.06436 -1.34381 1.19675  0.170
H -2.12589 -2.11494 -0.40315  0.196

The HOMO energy is -9.1 eV. As for the total charge: 0. As for the orbital gap: 10.19 eV. As for the SMILES: CNCOC. Its multiplicity is 1.

Least stable: i

i:
# C5H11N3

The molecule C5H11N3 (the ωB97M-V functional and the def2-TZVPD basis, OMol25).

Last column: natural (NBO) charge in e.
Geometry (Å):
H -0.37464 -0.19080 -2.91935  0.389
N 0.16150 -0.05802 -2.05893  -0.636
C -0.48804 -0.41182 -1.06384  0.540
N -2.17744 -0.84925 -1.36204  -1.032
C -0.59077 -0.31449 0.34267  -0.308
C -1.14644 0.95420 0.94633  -0.611
C 1.23249 -0.37307 0.65077  0.358
C 2.13099 0.77213 0.28412  -0.719
N 1.59506 -1.41821 1.27401  -0.662
H 2.56834 -1.36688 1.60481  0.334
H -2.30133 -1.80143 -1.69946  0.357
H -2.93804 -0.71437 -0.69859  0.358
H -0.88086 -1.24195 0.83109  0.262
H -0.64011 1.18590 1.88746  0.228
H -2.21252 0.82524 1.14310  0.222
H -1.03122 1.81126 0.28009  0.223
H 2.43220 0.68797 -0.76254  0.257
H 1.62229 1.72867 0.42164  0.224
H 3.03856 0.77490 0.89867  0.217

The HOMO energy is -8.4 eV. As for the total charge: 0. As for the orbital gap: 9.39 eV. As for the SMILES: [H]/N=C(\N)[C@H](C)/C(C)=N/[H]. Its multiplicity is 1.

ii:
# C5H11N3

The molecule C5H11N3 (the ωB97M-V functional and the def2-TZVPD basis, OMol25).

Last column: natural (NBO) charge in e.
Geometry (Å):
H 0.11984 2.63461 1.50438  0.343
N -0.12549 1.64865 1.64259  -0.665
C 0.66556 0.85292 1.08018  0.422
N 1.57394 1.13660 0.01569  -0.843
C 0.54296 -0.54364 0.31165  0.031
C 1.30476 -1.59796 0.63539  -0.489
C -0.72305 -0.72879 -0.53104  -0.089
C -1.97655 -0.16890 0.13151  -0.605
N -0.60073 -0.19901 -1.88191  -0.825
H 2.46482 0.67763 -0.11018  0.403
H 1.65692 2.10355 -0.29324  0.361
H 2.18610 -1.50559 1.25131  0.195
H 1.03257 -2.59325 0.31872  0.203
H -0.86907 -1.80526 -0.64664  0.197
H -2.01974 0.91654 0.04575  0.210
H -2.03406 -0.49844 1.16884  0.222
H -2.85433 -0.54305 -0.39749  0.215
H -0.53135 0.81734 -1.86750  0.353
H 0.18690 -0.60397 -2.37800  0.362

The HOMO energy is -8.6 eV. As for the total charge: 0. As for the orbital gap: 9.41 eV. As for the SMILES: [H]/N=C(\N)C(=C)[C@@H](C)N. Its multiplicity is 1.

iii:
# C5H11N3

A cluster of 2 separate species, C5H11N3 in total (the ωB97M-V functional and the def2-TZVPD basis, OMol25).

Last column: natural (NBO) charge in e.
Geometry (Å):
C -3.09491 -0.74752 -0.56769  -0.624
C -2.07385 -0.13669 0.03659  0.362
N -1.43870 -0.66323 1.16992  -0.837
N -1.53849 1.07754 -0.38066  -0.843
H -3.53284 -1.64076 -0.16342  0.195
H -3.51258 -0.36553 -1.47978  0.197
H -1.08337 0.05510 1.78655  0.374
H -2.01192 -1.33150 1.66506  0.382
H -0.54031 1.16227 -0.21222  0.403
H -1.78406 1.31155 -1.33105  0.377
C 2.70349 -1.05610 -0.70410  -0.430
C 1.66645 -0.51852 -0.07221  -0.052
N 1.45478 0.83657 0.07581  -0.445
C 2.31947 1.64213 0.50041  -0.018
H 3.49716 -0.44586 -1.10347  0.192
H 2.76230 -2.11360 -0.88652  0.209
H 0.82747 -1.10869 0.27459  0.229
H 2.07242 2.69400 0.52973  0.174
H 3.30750 1.34884 0.86246  0.154

The HOMO energy is -7.5 eV. As for the total charge: 0. As for the orbital gap: 8.25 eV. As for the SMILES: C=C(N)N.C=CN=C. Its multiplicity is 1.

Least stable: i